1.
Density functional theory data (ωB97M-V with the def2-TZVPD basis set) for a gas-phase ion, C19H30BF6N2O5 (charge +1) in a non-equilibrium geometry.

Calculated values
**SMILES**: CCCCOc1c(C(F)(F)F)cc(OCCNC[C@@H](C)O)c(CB(O)O)[n+]1CCC(F)(F)F
**Orbital gap**: 7.71 eV
**Charge**: +1

Element x y z (Å)
C 4.967 -1.767 3.504
C 5.003 -0.874 2.251
C 5.051 -1.657 0.928
C 3.751 -1.723 0.178
O 3.635 -0.599 -0.787
C 2.364 -0.459 -1.192
C 1.856 -1.186 -2.223
C 2.638 -2.214 -3.020
F 2.263 -2.158 -4.302
F 2.298 -3.446 -2.577
F 3.949 -2.085 -2.952
C 0.548 -1.016 -2.558
C -0.242 -0.134 -1.875
O -1.551 0.035 -2.174
C -2.305 -1.207 -2.253
C -3.784 -0.951 -2.053
N -4.069 0.066 -1.040
C -5.207 -0.331 -0.207
C -5.802 0.845 0.597
C -7.190 1.168 0.082
O -6.005 0.442 1.952
C 0.303 0.617 -0.881
C -0.587 1.573 -0.173
B -1.343 0.782 1.004
O -2.571 1.186 1.429
O -0.730 -0.283 1.566
N 1.598 0.442 -0.556
C 2.179 1.257 0.528
C 2.480 2.688 0.064
C 2.284 3.746 1.139
F 3.438 4.157 1.649
F 1.476 3.350 2.130
F 1.699 4.827 0.577
H 5.450 -2.726 3.356
H 5.482 -1.235 4.299
H 3.954 -1.901 3.868
H 4.150 -0.201 2.318
H 5.890 -0.252 2.310
H 5.854 -1.288 0.299
H 5.318 -2.684 1.161
H 2.901 -1.641 0.859
H 3.610 -2.655 -0.361
H 0.148 -1.603 -3.367
H -1.951 -1.860 -1.458
H -2.181 -1.689 -3.217
H -4.299 -0.751 -2.988
H -4.193 -1.905 -1.705
H -3.264 0.198 -0.449
H -5.991 -0.736 -0.838
H -4.935 -1.130 0.493
H -5.167 1.731 0.585
H -7.866 0.356 0.324
H -7.547 2.056 0.597
H -7.156 1.359 -0.986
H -5.183 0.103 2.314
H -0.049 2.379 0.318
H -1.295 2.030 -0.855
H -2.909 1.876 0.848
H -1.215 -0.605 2.337
H 3.096 0.813 0.874
H 1.484 1.200 1.357
H 3.529 2.723 -0.213
H 1.943 2.947 -0.839

2.
Density functional theory data (ωB97M-V with the def2-TZVPD basis set) for 2 unconnected molecules or ions with the total composition C4H12 in a non-equilibrium geometry.

Calculated values
**SMILES**: CC.CC
**Energy relative to the best compared isomer or geometry (same formula, charge and spin)**: 1.707 eV
**Orbital gap**: 12.17 eV
**Charge**: 0

Element x y z (Å)
C -0.883 0.434 1.737
C -0.041 -0.238 2.761
H -1.792 -0.132 1.376
H -1.377 1.411 2.274
H -0.384 0.817 0.747
H 0.885 0.394 2.896
H 0.153 -1.202 2.531
H -0.566 -0.154 3.763
C 0.532 -0.878 -2.225
C 0.461 0.616 -2.320
H 0.671 -1.284 -1.141
H -0.492 -1.394 -2.517
H 1.287 -1.277 -2.877
H 1.547 0.836 -2.510
H -0.177 1.167 -3.250
H 0.175 0.886 -1.246

3.
Density functional theory data (ωB97M-V with the def2-TZVPD basis set) for 5 unconnected molecules or ions with the total composition CH11O4S in a non-equilibrium geometry.

Calculated values
**Energy relative to the best compared isomer or geometry (same formula, charge and spin)**: 0.677 eV
**Orbital gap**: 7.25 eV
**Charge**: -1

Element x y z (Å)
C 1.625 -2.237 0.666
S 0.371 -1.349 -0.282
H 1.326 -2.998 1.446
H 2.295 -2.789 0.001
H 2.218 -1.711 1.427
H 0.795 1.684 1.772
H 0.277 0.394 1.040
O -0.005 1.238 1.494
H 2.115 -0.017 -1.070
H 1.819 0.803 -2.318
O 2.556 0.542 -1.739
H -3.679 0.167 0.829
H -3.504 -1.228 0.477
O -4.212 -0.610 0.707
H -1.028 2.531 -0.139
H 0.293 2.868 -0.608
O -0.614 3.192 -0.690

4.
Density functional theory data (ωB97M-V with the def2-TZVPD basis set) for a molecular structure, C2H3N3O2 in a non-equilibrium geometry.

Calculated values
**Energy relative to the best compared isomer or geometry (same formula, charge and spin)**: 2.543 eV
**Orbital gap**: 9.37 eV
**Charge**: 0

Element x y z (Å)
C -0.495 0.566 -0.244
N -0.285 -1.747 -0.049
O -1.770 0.616 0.113
N 0.241 -0.516 -0.383
N 0.269 1.674 -0.091
C 1.419 1.147 -0.092
O 2.573 1.126 0.114
H -2.004 1.543 0.270
H -0.144 -1.941 0.942
H 0.195 -2.470 -0.578

5.
Density functional theory data (ωB97M-V with the def2-TZVPD basis set) for 2 unconnected molecules or ions with the total composition C3H8NO3.

Calculated values
**Energy relative to the best compared isomer or geometry (same formula, charge and spin)**: 0.416 eV
**Orbital gap**: 8.07 eV
**Charge**: -1

Element x y z (Å)
O -1.668 -0.469 -2.286
C -0.498 -0.494 -1.865
O 0.570 -0.688 -2.508
C -0.322 -0.145 -0.353
C -1.265 0.931 0.130
N 1.056 0.241 -0.020
H -0.476 -1.060 0.225
H -2.245 0.858 -0.361
H -1.377 0.902 1.226
H -0.821 1.915 -0.119
H 1.659 -0.282 -0.655
H 1.207 1.194 -0.339
H 2.080 -1.299 2.460
H 0.967 -0.442 1.913
O 1.133 -1.164 2.550

6.
Density functional theory data (ωB97M-V with the def2-TZVPD basis set) for a molecular structure, C7H4CoO5 in a non-equilibrium geometry.

Calculated values
**⟨S²⟩**: 6.032
**2S+1**: 5
**Energy relative to the best compared isomer or geometry (same formula, charge and spin)**: 2.070 eV
**Orbital gap (alpha / beta)**: 4.89 / 7.03 eV
**Charge**: +3

Element x y z (Å)
Co 0.005 0.056 0.260
C 0.028 0.482 2.034
O 0.042 0.724 3.153
C -0.003 1.664 -0.416
O -0.010 2.697 -0.922
C -1.695 -0.026 -0.095
O -2.803 -0.110 -0.419
C 1.698 -0.028 -0.140
O 2.791 -0.113 -0.493
C -0.006 -1.600 -4.699
H 0.931 -2.157 -4.603
H -0.940 -2.156 -4.579
C -0.009 -0.295 -5.019
H -0.947 0.256 -5.165
H 0.925 0.255 -5.189
O 0.003 -2.819 0.312
C 0.005 -1.666 0.341